Computed, not measured: a cluster of 13 separate species, C79H76F12OSi in total, with ωB97M-V/def2-TZVPD.

Cartesian coordinates (Å):
C (2.413, 0.984, 0.855)
Si (1.903, 1.446, -0.986)
C (2.567, 0.030, -2.109)
C (2.849, 3.108, -1.397)
C (-0.011, 1.641, -0.961)
C (-0.942, 0.346, -0.484)
C (-1.617, 0.061, -1.970)
O (-2.051, 1.426, -2.389)
C (-0.804, 2.251, -2.260)
H (1.758, 0.030, 1.117)
H (3.555, 0.727, 0.846)
H (2.122, 1.923, 1.493)
H (3.218, 0.518, -2.978)
H (1.756, -0.716, -2.507)
H (3.349, -0.585, -1.452)
H (3.036, 3.626, -0.356)
H (3.896, 2.922, -1.912)
H (2.218, 3.776, -2.132)
H (-0.174, 2.427, -0.085)
H (-0.195, -0.436, -0.037)
H (-1.631, 0.880, 0.331)
H (-2.426, -0.801, -1.971)
H (-0.701, -0.107, -2.710)
H (-1.143, 3.324, -1.862)
H (-0.287, 2.274, -3.308)
F (2.867, 1.007, 3.661)
C (4.160, 0.860, 3.978)
C (5.131, 1.467, 3.188)
C (6.477, 1.318, 3.520)
C (6.839, 0.554, 4.632)
C (5.858, -0.055, 5.416)
C (4.511, 0.104, 5.090)
H (4.831, 2.049, 2.323)
H (7.244, 1.794, 2.913)
H (7.890, 0.435, 4.888)
H (6.142, -0.652, 6.279)
H (3.735, -0.356, 5.693)
F (5.692, 1.122, -2.296)
C (6.477, 0.841, -3.344)
C (7.686, 1.512, -3.493)
C (8.506, 1.216, -4.583)
C (8.102, 0.260, -5.517)
C (6.884, -0.404, -5.362)
C (6.070, -0.116, -4.267)
H (7.979, 2.258, -2.762)
H (9.456, 1.729, -4.704)
H (8.739, 0.033, -6.369)
H (6.569, -1.145, -6.093)
H (5.124, -0.629, -4.126)
F (1.375, -2.946, 1.487)
C (0.432, -2.757, 2.419)
C (0.571, -1.719, 3.333)
C (-0.414, -1.519, 4.301)
C (-1.522, -2.368, 4.350)
C (-1.650, -3.411, 3.432)
C (-0.671, -3.603, 2.457)
H (1.443, -1.074, 3.284)
H (-0.318, -0.705, 5.015)
H (-2.288, -2.214, 5.108)
H (-2.512, -4.073, 3.475)
H (-0.759, -4.404, 1.730)
F (3.053, 8.670, -2.881)
C (2.128, 8.023, -2.159)
C (1.046, 7.433, -2.804)
C (0.085, 6.755, -2.053)
C (0.212, 6.684, -0.664)
C (1.298, 7.284, -0.025)
C (2.264, 7.952, -0.777)
H (0.960, 7.506, -3.883)
H (-0.760, 6.284, -2.549)
H (-0.540, 6.159, -0.078)
H (1.392, 7.231, 1.057)
H (3.120, 8.416, -0.298)
F (9.810, 3.406, -2.929)
C (9.998, 4.592, -3.523)
C (11.282, 5.118, -3.611)
C (11.478, 6.350, -4.234)
C (10.386, 7.049, -4.753)
C (9.100, 6.515, -4.656)
C (8.905, 5.278, -4.043)
H (12.117, 4.565, -3.194)
H (12.480, 6.767, -4.314)
H (10.539, 8.012, -5.235)
H (8.250, 7.063, -5.057)
H (7.914, 4.844, -3.966)
F (-6.720, -0.114, -3.680)
C (-5.773, 0.206, -4.572)
C (-4.566, 0.734, -4.129)
C (-3.578, 1.062, -5.057)
C (-3.813, 0.869, -6.420)
C (-5.030, 0.343, -6.856)
C (-6.013, 0.004, -5.927)
H (-4.405, 0.885, -3.066)
H (-2.627, 1.469, -4.720)
H (-3.043, 1.129, -7.144)
H (-5.212, 0.197, -7.918)
H (-6.962, -0.414, -6.247)
F (13.040, 5.555, -0.562)
C (12.096, 5.743, 0.371)
C (12.235, 6.782, 1.285)
C (11.251, 6.982, 2.252)
C (10.142, 6.133, 2.302)
C (10.014, 5.090, 1.384)
C (10.993, 4.897, 0.409)
H (13.107, 7.426, 1.236)
H (11.346, 7.796, 2.966)
H (9.377, 6.286, 3.060)
H (9.153, 4.428, 1.427)
H (10.905, 4.097, -0.318)
F (1.989, -3.279, -5.882)
C (0.724, -3.419, -5.466)
C (-0.085, -2.294, -5.343)
C (-1.404, -2.440, -4.915)
C (-1.898, -3.709, -4.603)
C (-1.077, -4.832, -4.725)
C (0.239, -4.686, -5.164)
H (0.318, -1.315, -5.582)
H (-2.047, -1.568, -4.823)
H (-2.925, -3.822, -4.265)
H (-1.462, -5.818, -4.478)
H (0.888, -5.549, -5.272)
F (-4.190, -5.384, 4.116)
C (-5.367, -4.866, 3.739)
C (-6.281, -4.468, 4.709)
C (-7.504, -3.923, 4.317)
C (-7.804, -3.793, 2.959)
C (-6.882, -4.200, 1.993)
C (-5.655, -4.734, 2.385)
H (-6.034, -4.585, 5.759)
H (-8.222, -3.602, 5.067)
H (-8.760, -3.372, 2.654)
H (-7.119, -4.101, 0.937)
H (-4.923, -5.047, 1.648)
F (-8.809, -2.530, 7.119)
C (-10.074, -2.670, 7.536)
C (-10.883, -1.546, 7.658)
C (-12.202, -1.692, 8.087)
C (-12.696, -2.961, 8.398)
C (-11.875, -4.083, 8.277)
C (-10.559, -3.938, 7.838)
H (-10.480, -0.567, 7.420)
H (-12.845, -0.819, 8.178)
H (-13.723, -3.074, 8.737)
H (-12.260, -5.070, 8.524)
H (-9.910, -4.801, 7.729)
F (-14.909, -0.775, 6.157)
C (-14.569, -1.473, 5.065)
C (-15.565, -2.038, 4.276)
C (-15.211, -2.761, 3.137)
C (-13.864, -2.919, 2.804)
C (-12.871, -2.352, 3.605)
C (-13.225, -1.621, 4.738)
H (-16.606, -1.911, 4.555)
H (-15.983, -3.200, 2.509)
H (-13.588, -3.487, 1.918)
H (-11.823, -2.481, 3.347)
H (-12.467, -1.166, 5.367)
F (-1.630, -7.521, -0.521)
C (-0.378, -7.771, -0.925)
C (0.554, -6.739, -0.942)
C (1.860, -7.000, -1.358)
C (2.216, -8.289, -1.763)
C (1.272, -9.316, -1.747)
C (-0.031, -9.057, -1.321)
H (0.257, -5.743, -0.631)
H (2.598, -6.202, -1.367)
H (3.233, -8.491, -2.091)
H (1.550, -10.318, -2.067)
H (-0.775, -9.846, -1.294)

- Molecular weight: 1297.538 g mol⁻¹
- Total energy: -4618.92120 a.u.
- Frontier orbital gap: 9.51 eV
- Strongest force on any atom: 3.0 eV Å⁻¹
- E_HOMO: -0.3345 hartree